# C5H10N4O2

An isolated molecule of C5H10N4O2 (ωB97M-V/def2-TZVPD, the Open Molecules 2025 dataset).

Calculated values
energy	-565.87874	a.u.
total charge	0
2S+1	1
HOMO level	-0.260	Eh
HOMO-LUMO gap	7.89	eV
ΔE to the lowest compared entry with this formula, charge and spin	356.9	kJ/mol

Positions of all 21 atoms, in Å:
C (0.91210, -1.27470, -0.45550)
C (0.81722, -0.32377, 0.59622)
C (-0.92973, 0.00912, -0.74312)
C (-2.71958, 1.43292, -0.50873)
C (1.59109, 1.42396, 1.92270)
N (-2.03536, 0.40702, -1.25621)
N (-0.10343, -0.96288, -1.34952)
N (1.61776, -2.49781, -0.71338)
N (1.53095, 0.02005, 1.72369)
O (-0.23816, 0.45374, 0.33742)
O (-0.54474, -1.90813, -2.34179)
H (-2.86213, 2.21272, -1.08661)
H (-2.06060, 1.71524, 0.25844)
H (-3.60821, 1.21697, -0.07215)
H (2.29676, 1.77977, 1.19246)
H (0.59721, 1.94283, 1.80856)
H (2.05073, 1.55382, 2.86265)
H (2.62552, -2.35742, -0.72323)
H (1.25038, -2.86328, -1.58348)
H (1.24834, -0.46804, 2.47884)
H (-1.43611, -1.51213, -2.34726)

Atomic forces in eV per Å
C 0.770 0.387 2.155
C 1.853 -4.221 -2.684
C -0.207 -0.493 -2.055
C 3.079 -2.403 0.996
C -0.480 0.847 -0.601
N 0.790 -1.379 0.421
N 0.048 0.534 0.698
N -0.296 1.704 0.601
N 0.913 0.079 -3.022
O -2.916 1.257 -1.141
O -0.328 1.977 1.886
H -0.751 3.995 -3.040
H 0.585 0.926 1.404
H -2.826 -1.453 1.076
H 0.107 0.716 -0.419
H 1.099 -0.286 0.406
H 0.215 0.657 1.258
H -0.316 -0.185 -0.149
H 0.420 -0.161 0.005
H -1.102 -1.867 3.090
H -0.660 -0.630 -0.886